Computed, not measured: a 5-piece molecular cluster, C12H20NO15S overall, with ωB97M-V/def2-TZVPD.

Each line ends with the Löwdin charge.
Element x y z (Å)
N 0.87600 28.65600 5.64100  -0.5534
O 0.01300 29.39100 6.11000  -0.0353
O 2.06100 28.54100 6.16500  -0.1137
O 0.48300 27.65600 4.94100  -0.0788
O 5.65300 27.44100 1.89900  -0.2784
S 5.00200 28.54400 1.28400  0.6455
O 3.57100 28.28300 0.96400  -0.3077
O 4.92900 29.85100 2.42200  -0.2755
C 4.26400 29.54100 3.65600  -0.3058
C 4.22300 30.69600 4.61500  -0.0763
C 5.96200 29.24000 0.02900  -0.1505
H 4.91500 28.68000 4.10800  0.1462
H 3.36300 29.17300 3.48600  0.0546
H 5.30400 31.06200 4.67000  0.0955
H 3.97800 30.48900 5.71900  0.0866
H 3.67800 31.53900 4.15600  0.0732
H 5.30300 30.05200 -0.42900  0.1052
H 6.05700 28.33200 -0.56600  0.0696
H 6.96800 29.62300 0.39600  0.1082
C 1.88200 32.35200 6.38600  -0.1545
C 0.37200 32.72200 6.74200  -0.1046
O 0.56900 33.81400 7.65100  0.0268
C 1.90400 34.07400 7.82400  -0.4935
O 2.35800 35.06400 8.40400  0.0979
O 2.69500 33.31800 6.99500  0.0514
H 1.94700 32.40400 5.31600  0.1079
H 2.05000 31.38000 6.80000  0.0974
H -0.09400 31.66200 6.97800  0.1366
H -0.28800 33.21000 5.89200  0.1513
C 2.62000 25.18300 4.71700  -0.0444
C 3.52600 25.92300 5.45900  -0.1580
O 4.84900 25.39000 5.30400  0.1358
C 4.69900 24.26000 4.75900  -0.7325
O 5.65600 23.52600 4.58400  0.0938
O 3.50800 24.00100 4.37700  0.0860
H 2.59300 25.31000 3.54700  0.1881
H 1.63500 25.11600 5.12000  0.1268
H 3.42300 25.78700 6.46800  0.1053
H 3.40500 26.89300 5.17500  0.0836
C 5.27500 28.43400 8.22700  -0.1103
C 4.05900 27.75900 8.86300  -0.1520
O 4.28900 27.64800 10.23100  0.0383
C 5.58900 28.06700 10.50000  -0.5981
O 6.03600 27.90000 11.53700  0.2155
O 6.06100 28.45700 9.34700  0.0792
H 5.12900 29.51600 7.89100  0.1519
H 5.71900 27.98900 7.42000  0.0980
H 3.64200 26.77000 8.45000  0.1405
H 3.14200 28.39000 8.77300  0.1265

Atomic forces in eV per Å
N -0.169 -5.028 2.024
O 0.569 1.798 -0.352
O -1.080 1.652 -1.146
O 0.934 1.703 -0.397
O 1.158 -0.213 -0.082
S -5.201 0.747 4.128
O 3.276 1.047 -0.565
O 0.718 -0.692 -2.342
C 4.848 -1.653 2.141
C 2.412 1.420 0.582
C -0.051 1.594 -0.326
H -1.285 1.350 -0.421
H -4.205 -1.669 -0.973
H -1.195 -0.200 -0.020
H -0.255 -0.095 -2.108
H -0.110 -0.376 0.594
H 1.179 -1.168 0.326
H 0.270 0.373 -0.637
H -1.493 -0.595 -0.334
C -2.509 0.115 -0.486
C -0.182 -0.824 -2.292
O 0.824 -0.792 1.412
C 1.137 3.352 -0.545
O -1.523 -3.035 -0.831
O -0.993 0.584 1.244
H 0.634 -0.276 -0.397
H 0.473 -0.644 -0.099
H 0.396 2.580 0.669
H 1.579 -1.227 1.365
C -0.149 -2.984 -7.133
C 2.548 1.237 1.577
O -0.187 3.847 0.680
C 3.961 -3.710 -1.298
O -0.594 -0.180 -0.085
O -3.395 -2.202 1.002
H -1.022 1.841 2.345
H -0.497 -1.010 0.364
H -1.135 0.212 2.714
H 0.400 3.098 -0.238
C -2.846 2.353 1.300
C -4.306 -0.377 -1.841
O 0.816 0.058 0.701
C -4.867 -1.767 -3.961
O 2.929 0.381 3.987
O 5.109 1.460 0.771
H -0.341 -1.290 0.553
H 1.276 -1.760 -1.699
H 1.414 1.144 0.422
H 0.730 -0.181 -0.292

## Properties
Energy above the lowest of the compared OMol25 structures with the same formula, charge and spin   1.096 eV
2S+1   1
Total charge   -1


Computed, not measured: C12H20O7PdS3Se2 as an isolated structure, with ωB97M-V/def2-TZVPD.

Each line ends with the Löwdin charge.
Element x y z (Å)
Pd 0.90981 0.19438 -0.63946  0.7339
O 3.78081 1.58240 0.94255  -0.3894
S 3.53036 0.14884 0.90700  0.4384
O 4.49111 -0.67843 1.56356  -0.2565
O 3.14019 -0.29280 -0.45437  -0.4242
C 1.94696 0.00384 1.77868  -0.2480
C 1.66045 1.01834 2.69742  -0.0739
C 0.44819 1.06890 3.35222  -0.0541
C -0.53351 0.11638 3.07911  -0.0540
C -0.26872 -0.90271 2.19395  -0.0602
C 0.97967 -1.00209 1.55064  -0.2630
S 1.20303 -2.49889 0.54433  0.4854
O 0.10346 -3.35948 0.91820  -0.3222
O 2.51709 -3.00971 0.74975  -0.2485
O 0.97297 -1.91412 -0.82480  -0.4247
H 2.42090 1.76650 2.87293  0.1162
H 0.25922 1.85766 4.06941  0.1125
H -1.49631 0.16502 3.57028  0.1119
H -1.00391 -1.66291 1.97767  0.1012
C 1.66492 3.61698 0.47995  -0.3335
Se 1.94213 2.55571 -1.12614  1.0514
C 0.42111 3.28275 -2.11815  -0.5327
C -0.90498 3.11277 -1.40580  -0.5360
Se -1.40230 1.26924 -0.97493  1.0098
C -1.64789 0.69072 -2.81736  -0.3329
H 1.43000 4.63579 0.17788  0.0398
H 2.60470 3.57668 1.02032  0.0192
H 0.86993 3.19509 1.08809  0.0222
H 0.42541 2.77494 -3.08336  0.0601
H 0.62558 4.33909 -2.29951  0.0719
H -1.72332 3.51355 -2.00629  0.0708
H -0.91405 3.64170 -0.45362  0.0529
H -2.08973 1.51172 -3.37792  0.0364
H -2.32575 -0.15429 -2.77976  0.0073
H -0.70541 0.38908 -3.26741  0.0337
C -3.05217 -3.69712 0.33914  -0.2497
S -2.84552 -2.61644 -1.07557  0.8406
C -1.67753 -3.64304 -1.96835  -0.2479
O -2.08862 -1.42167 -0.57323  -0.6605
H -2.07096 -3.86400 0.78232  0.0344
H -3.50355 -4.63175 0.00682  0.0583
H -3.71995 -3.19258 1.03458  0.0539
H -2.19869 -4.53801 -2.30914  0.0580
H -0.84090 -3.88073 -1.31584  0.0384
H -1.33424 -3.06729 -2.82576  0.0532

Atomic forces in eV per Å
Pd 0.728 0.159 -0.089
O 0.029 -0.027 0.002
S 0.008 -0.032 0.006
O -0.003 0.012 -0.013
O -0.124 -0.011 -0.030
C -0.061 0.070 0.017
C 0.036 -0.001 0.030
C 0.001 -0.019 -0.016
C 0.016 0.015 0.006
C -0.002 -0.026 -0.007
C -0.149 0.054 -0.002
S -0.156 0.032 0.041
O 0.055 -0.042 -0.055
O 0.039 0.054 -0.011
O -0.186 -0.200 -0.091
H -0.002 -0.001 0.005
H -0.008 -0.002 0.004
H -0.001 0.005 0.002
H -0.007 -0.001 -0.003
C 0.021 0.028 -0.039
Se -0.158 0.065 0.081
C 0.016 -0.021 0.031
C 0.026 -0.011 0.010
Se -0.030 -0.162 0.064
C -0.009 0.004 0.007
H 0.004 0.004 -0.009
H -0.019 -0.010 -0.016
H -0.014 0.009 -0.001
H 0.006 0.004 0.000
H -0.012 -0.003 -0.003
H -0.006 -0.004 0.004
H 0.007 0.007 0.009
H -0.012 -0.003 0.004
H 0.009 -0.014 0.013
H 0.008 0.007 -0.008
C 0.016 -0.021 -0.028
S 0.036 0.018 0.059
C 0.005 0.023 0.040
O -0.135 0.027 -0.045
H -0.009 0.014 0.009
H -0.010 -0.002 0.000
H -0.005 0.006 -0.003
H 0.012 -0.005 0.010
H 0.034 0.002 0.018
H 0.005 0.000 -0.004

## Properties
Energy above the lowest of the compared OMol25 structures with the same formula, charge and spin   0.196 eV
2S+1   3
Total charge   0


Computed, not measured: a 6-piece molecular cluster, C12H21BCl15N3O2 overall, with ωB97M-V/def2-TZVPD.

Each line ends with the Löwdin charge.
Element x y z (Å)
C 3.45697 -3.59941 0.19655  -0.0906
N 2.64717 -3.00596 -0.92269  -0.1372
C 3.53157 -2.91910 -2.14699  -0.0958
B 2.28516 -1.59657 -0.57444  -0.4427
O 3.39537 -0.64260 -0.48129  0.0530
C 0.80828 -1.03335 -0.24588  -0.0593
C 0.02029 -0.16298 -1.31986  -0.3293
O 0.23520 0.04400 -2.53269  0.0420
N -1.11629 0.32056 -0.50912  0.0348
C -1.55755 -0.91884 0.24977  -0.2302
C -0.37132 -2.02370 0.18371  -0.2008
C -0.65479 -3.35855 -0.65112  -0.2063
N -1.95280 -3.36494 -1.39058  -0.0270
H 4.43599 -4.07456 -0.16896  0.0947
H 2.87333 -4.46888 0.66910  0.0917
H 3.73967 -2.80523 0.97475  0.0984
H 3.23627 -2.01571 -2.80588  0.0765
H 4.63022 -2.78218 -1.89376  0.0932
H 3.38636 -3.86878 -2.76111  0.0992
H 3.48172 -0.26746 -1.38732  0.0858
H 0.86170 -0.32996 0.65791  0.1482
H -1.85309 0.80862 -1.02741  0.0801
H -2.54061 -1.16842 -0.25774  0.0959
H -1.83585 -0.72396 1.33563  -0.0233
H -0.29191 -2.36863 1.26274  0.1362
H 0.17906 -3.61707 -1.37317  0.1091
H -0.71920 -4.21340 0.11198  0.1205
H -1.82507 -3.38224 -2.40516  0.0667
H -2.54839 -4.15335 -1.10573  0.0673
Cl 3.90890 0.50739 -4.58561  0.5208
C 2.38376 0.82157 -5.42777  -1.5400
Cl 2.46585 2.35158 -6.31170  0.5206
Cl 1.99436 -0.51029 -6.52445  0.5184
H 1.59194 0.89637 -4.68462  -0.0050
Cl 0.15965 1.61123 5.06694  0.5205
C -1.38628 0.98120 4.48132  -1.5201
Cl -1.33076 0.73549 2.73011  0.5932
Cl -1.80107 -0.52497 5.31094  0.5321
H -2.15909 1.71515 4.69776  -0.0026
Cl -4.92306 1.25848 3.50618  0.5330
C -5.33497 0.60681 1.91262  -1.5065
Cl -4.45188 1.46332 0.64147  0.5051
Cl -4.99942 -1.12871 1.84527  0.5405
H -6.39943 0.75566 1.74872  0.0171
Cl -2.92917 3.61407 -1.48838  0.5168
C -1.95119 4.53360 -0.33234  -1.5252
Cl -2.02397 6.26308 -0.69393  0.5320
Cl -2.48495 4.22101 1.32267  0.4741
H -0.91747 4.20775 -0.42465  0.0126
Cl -0.20394 6.77871 3.29439  0.5195
C 0.91002 5.44340 3.61944  -1.5328
Cl 0.57524 4.07955 2.54522  0.4887
Cl 2.58757 5.97672 3.44486  0.5256
H 0.76047 5.11490 4.64532  0.0109

Atomic forces in eV per Å
C 0.073 -0.883 0.754
N 1.325 0.834 -0.136
C -0.211 0.181 -0.889
B 1.050 0.694 0.037
O -1.828 -0.812 -1.225
C -0.662 -0.370 0.382
C -0.625 0.909 -0.373
O -0.349 -0.373 3.533
N 1.907 -1.630 -1.316
C -1.683 -0.224 -0.182
C -0.938 0.792 0.578
C -0.220 -0.683 -0.036
N 0.220 -0.239 0.164
H -1.421 0.863 0.332
H 0.774 1.432 -0.389
H -0.348 -1.255 -0.866
H 0.304 -1.510 0.844
H -1.272 -0.167 -0.244
H 0.315 1.265 0.715
H 0.206 -0.007 0.907
H 0.350 -0.778 -1.301
H 0.386 -0.531 0.077
H 1.318 -0.567 0.655
H 0.563 -0.340 -1.965
H 0.460 0.564 -1.278
H -0.705 0.546 1.106
H 0.342 1.232 -1.058
H -0.058 -0.088 0.621
H 0.545 0.622 -0.367
Cl -0.067 0.005 0.033
C -0.165 0.017 -0.005
Cl -0.005 -0.108 0.092
Cl 0.022 0.093 0.122
H 0.140 -0.069 -0.079
Cl -0.102 -0.056 0.081
C 0.050 0.096 -0.070
Cl 0.169 0.604 0.896
Cl -0.006 0.128 -0.075
H 0.123 -0.134 -0.037
Cl -0.105 0.006 -0.049
C 0.119 -0.074 -0.138
Cl -0.204 -0.132 0.135
Cl -0.057 0.126 0.029
H 0.191 -0.017 0.058
Cl 0.097 0.028 -0.005
C 0.031 0.068 0.157
Cl 0.041 -0.166 0.007
Cl -0.125 0.081 -0.227
H -0.174 0.038 0.009
Cl 0.049 -0.107 0.061
C 0.030 0.011 -0.100
Cl 0.225 0.094 0.143
Cl -0.117 -0.047 0.065
H 0.022 0.037 -0.183

## Properties
SMILES   CN(C)B(O)[C@H]1C(=O)NC[C@H]1CN.ClC(Cl)Cl.ClC(Cl)Cl.ClC(Cl)Cl.ClC(Cl)Cl.ClC(Cl)Cl
2S+1   1
Total charge   0
Calculated total energy   -209861.7353 eV


| no. | strongest force on any atom (eV Å⁻¹) |
| --- | --- |
| 1 | 7.73 |
| 2 | 0.75 |
| 3 | 3.57 |